Below is a 2-piece molecular cluster, C19H23N2O6P overall, with properties calculated with the ωB97M-V functional and the def2-TZVPD basis.

Results
* relative energy (zero: lowest compared OMol25 entry of this formula, charge and spin): 0.000 eV
* electronic energy: -1639.62440 Ha
* HOMO: -12.91 eV
* spin multiplicity: 1
* net charge: +2

```
51
Properties=species:S:1:pos:R:3:forces:R:3
P 2.1340 5.6065 -3.9314 0.1 0.0 0.0
O 4.3557 3.0723 -4.0351 0.0 0.0 0.0
O 3.6948 6.0132 -4.0147 -0.2 0.1 0.0
O 1.6941 6.4624 -2.5887 -0.2 -0.3 -0.1
O 3.1902 1.8553 -2.5379 0.0 0.1 0.0
O -2.0342 2.3579 -2.9240 0.0 0.0 0.0
O 1.6052 1.2001 -1.1224 -0.3 -0.2 0.4
N 2.1730 -1.5306 1.0132 0.0 0.0 0.0
N -3.3837 -5.0369 3.3967 0.0 0.0 0.0
C -0.0016 -2.9097 1.9783 0.0 0.0 0.0
C 1.6776 -2.5588 0.3128 0.0 0.0 0.0
C 2.0268 2.0354 -1.8735 0.1 0.0 -0.3
C -2.1796 3.7604 -2.7311 0.1 0.1 -0.1
C -2.2924 -4.9301 4.1741 0.0 0.0 0.0
C 0.5398 -1.8446 2.6942 0.0 0.0 0.0
C -1.1844 -4.2382 3.7455 0.0 0.0 0.0
C 3.4104 3.0092 -3.3339 0.0 0.0 -0.1
C -3.4190 -4.4638 2.1845 0.0 0.0 0.0
C -1.1906 -3.6454 2.4843 0.0 0.0 0.0
C -2.3350 -3.7633 1.7020 0.0 0.0 0.0
C 1.6239 -1.1695 2.1835 0.0 0.0 0.0
C -4.5456 -5.8129 3.8968 0.0 0.0 0.0
C 1.4365 3.3588 -2.2362 0.0 0.0 0.0
C 3.3132 -0.7465 0.4828 0.1 0.0 0.0
C 0.1266 3.7690 -1.6548 -0.1 -0.1 0.1
C 2.2798 3.9573 -3.0883 0.1 0.0 0.2
C 0.5870 -3.2668 0.7708 0.0 0.0 0.0
C -0.8314 4.4802 -2.6295 -0.1 -0.2 0.1
H 4.1252 -0.7519 1.2056 0.0 -0.1 0.0
H 0.1176 -1.5204 3.6353 0.0 0.0 0.0
H 0.8727 6.9426 -2.7446 0.1 0.2 0.0
H 2.0740 -0.3255 2.6868 0.0 0.0 0.0
H -2.3362 -5.4168 5.1386 0.0 0.0 0.0
H -1.8412 2.1988 -3.8524 0.0 0.0 0.0
H -2.4010 -3.3063 0.7242 0.0 0.0 0.0
H -0.4020 4.5233 -3.6351 0.0 0.1 0.1
H -2.7534 4.1984 -3.5528 -0.1 0.0 0.1
H -0.3516 2.8520 -1.3042 0.0 0.0 0.0
H 2.1691 -2.7940 -0.6199 0.0 0.0 0.0
H 0.3151 4.3770 -0.7653 0.0 0.1 -0.1
H -5.3490 -5.7515 3.1707 0.0 0.0 0.0
H -1.0311 5.5018 -2.2985 0.1 0.0 -0.1
H 2.9581 0.2602 0.2826 0.0 0.0 0.0
H 3.6387 -1.1964 -0.4487 0.0 0.0 0.0
H -4.2432 -6.8488 4.0278 0.0 0.0 0.0
H 4.0302 6.3824 -3.1867 0.2 -0.1 0.0
H -0.3209 -4.1809 4.3938 0.0 0.0 0.0
H -2.7592 3.8988 -1.8173 0.1 -0.1 0.0
H 0.2175 -4.0952 0.1824 0.0 0.0 0.0
H -4.3305 -4.5796 1.6161 0.0 0.0 0.0
H -4.8698 -5.3890 4.8435 0.0 0.0 0.0
```
Forces are in eV/Å.

In the Mulliken picture, each atom carries the following charge in e: number 1, P, carries 0.146; number 2, O, carries -0.456; number 3, O, carries -0.430; number 4, O, carries -0.503; number 5, O, carries -0.321; number 6, O, carries -0.519; number 7, O, carries -0.642; number 8, N, carries 0.080; number 9, N, carries -0.015; number 10, C, carries 0.685; number 11, C, carries -0.133; number 12, C, carries 0.280; number 13, C, carries -0.967; number 14, C, carries -0.359; number 15, C, carries -0.631; number 16, C, carries -0.612; number 17, C, carries 0.326; number 18, C, carries -0.093; number 19, C, carries 0.656; number 20, C, carries -0.721; number 21, C, carries -0.350; number 22, C, carries -0.859; number 23, C, carries 0.440; number 24, C, carries -1.035; number 25, C, carries -0.289; number 26, C, carries 0.341; number 27, C, carries -0.699; number 28, C, carries -0.477; number 29, H, carries 0.378; number 30, H, carries 0.523; number 31, H, carries 0.339; number 32, H, carries 0.505; number 33, H, carries 0.492; number 34, H, carries 0.319; number 35, H, carries 0.531; number 36, H, carries 0.371; number 37, H, carries 0.416; number 38, H, carries 0.347; number 39, H, carries 0.419; number 40, H, carries 0.366; number 41, H, carries 0.273; number 42, H, carries 0.235; number 43, H, carries 0.446; number 44, H, carries 0.320; number 45, H, carries 0.378; number 46, H, carries 0.316; number 47, H, carries 0.525; number 48, H, carries 0.358; number 49, H, carries 0.523; number 50, H, carries 0.400; number 51, H, carries 0.380

=====

Below is one molecule with the formula C19H23N3O3, with properties calculated with the ωB97M-V functional and the def2-TZVPD basis.

Results
* relative energy (zero: lowest compared OMol25 entry of this formula, charge and spin): 1.093 eV
* electronic energy: -1127.86045 Ha
* HOMO: -8.48 eV
* spin multiplicity: 1
* net charge: 0
* SMILES: O=C(Nc1ccccc1)NC1(C(=O)NCc2ccco2)CCCCC1

```
48
Properties=species:S:1:pos:R:3:forces:R:3
O 0.0625 1.9705 -1.5942 0.4 -0.3 0.2
O -1.5024 0.8586 1.3309 -0.2 0.2 0.2
O 2.8666 0.9605 0.5089 0.3 -0.1 -0.2
N -1.8888 -0.6173 -0.3186 -0.5 0.1 -0.1
N 0.0739 -0.7341 0.8860 0.2 -0.4 -0.1
N 0.9836 2.0545 1.1133 -0.2 0.5 0.1
C 2.2506 -1.3934 1.7162 -0.2 -0.1 -0.1
C -2.2300 -3.1204 -2.9828 0.0 0.0 0.0
C 1.1857 -0.2922 1.7273 0.3 0.4 0.1
C -1.0925 -0.0886 0.6734 -0.2 -0.2 0.0
C -1.5510 -1.4389 -1.3975 0.1 -0.2 -0.2
C 1.1842 3.1697 0.2076 0.1 -0.3 -0.2
C -0.0213 -2.2063 -3.0879 0.0 -0.1 0.0
C -2.5179 -2.3053 -1.9050 0.0 0.1 0.1
C -0.3007 -1.3811 -2.0132 0.0 0.1 0.0
C 1.7816 0.9712 1.0549 0.0 -0.3 0.3
C 1.3584 -2.3621 3.8437 -0.3 -0.1 -0.1
C 0.1620 3.1151 -0.8815 -0.2 0.9 0.2
C -0.9769 -3.0835 -3.5717 0.1 -0.1 -0.1
C 1.7738 -2.6654 2.4087 0.2 0.1 0.2
C 0.2646 -1.3006 3.8522 0.2 0.1 0.1
C -0.9511 2.1268 -2.4624 -0.7 0.5 -0.4
C -1.5118 3.3568 -2.3267 0.1 -0.5 -0.2
C -0.7904 4.0002 -1.2904 0.6 -0.3 0.3
C 0.7392 -0.0194 3.1701 -0.3 -0.1 0.0
H 1.5898 0.3976 3.7129 0.1 0.0 0.0
H -0.0294 -1.0722 4.8782 -0.1 0.0 0.0
H -0.7514 -3.7242 -4.4102 0.0 -0.1 -0.1
H -1.1700 1.3018 -3.1115 0.0 -0.2 0.0
H -2.8446 -0.2921 -0.2816 0.2 0.1 0.1
H -0.9556 4.9857 -0.9064 0.0 0.2 0.2
H 2.1973 3.0696 -0.1966 -0.1 0.1 0.1
H 0.4371 -0.6648 -1.6837 0.0 0.1 0.0
H -2.9879 -3.7889 -3.3632 -0.1 -0.1 0.0
H 1.0010 -3.2717 4.3304 0.1 0.0 0.1
H 3.1335 -1.0058 2.2261 0.0 0.0 -0.1
H -3.4961 -2.3316 -1.4471 -0.1 0.0 0.1
H 0.0304 1.9267 1.4450 0.2 -0.1 0.0
H 0.2787 -1.5159 0.2830 0.0 0.0 0.0
H -0.0689 0.7103 3.1836 0.1 0.0 0.0
H 2.5428 -1.6001 0.6843 0.1 0.1 0.0
H -2.3338 3.7568 -2.8839 -0.2 0.0 -0.2
H 2.5770 -3.4046 2.3967 0.0 0.0 -0.1
H 1.0934 4.1150 0.7474 0.0 0.0 -0.2
H 2.2228 -1.9981 4.4034 0.1 0.0 0.1
H 0.9497 -2.1505 -3.5570 0.1 0.0 0.0
H 0.9227 -3.0912 1.8713 0.0 -0.1 0.0
H -0.6162 -1.6789 3.3290 -0.1 0.0 0.0
```
Forces are in eV/Å.

In the Mulliken picture, each atom carries the following charge in e: number 1, O, carries -0.119; number 2, O, carries -0.784; number 3, O, carries -0.732; number 4, N, carries 0.087; number 5, N, carries -0.005; number 6, N, carries -0.158; number 7, C, carries -1.222; number 8, C, carries -0.546; number 9, C, carries 0.730; number 10, C, carries 0.190; number 11, C, carries 0.076; number 12, C, carries -1.019; number 13, C, carries -0.941; number 14, C, carries -0.571; number 15, C, carries 0.417; number 16, C, carries -0.250; number 17, C, carries -0.736; number 18, C, carries 0.533; number 19, C, carries -0.575; number 20, C, carries -0.653; number 21, C, carries -0.671; number 22, C, carries -0.343; number 23, C, carries -0.669; number 24, C, carries -0.694; number 25, C, carries -0.731; number 26, H, carries 0.455; number 27, H, carries 0.412; number 28, H, carries 0.402; number 29, H, carries 0.530; number 30, H, carries 0.313; number 31, H, carries 0.477; number 32, H, carries 0.415; number 33, H, carries 0.419; number 34, H, carries 0.388; number 35, H, carries 0.396; number 36, H, carries 0.485; number 37, H, carries 0.431; number 38, H, carries 0.379; number 39, H, carries 0.494; number 40, H, carries 0.419; number 41, H, carries 0.415; number 42, H, carries 0.455; number 43, H, carries 0.417; number 44, H, carries 0.336; number 45, H, carries 0.326; number 46, H, carries 0.421; number 47, H, carries 0.316; number 48, H, carries 0.283

=====

no.,HOMO-LUMO gap (eV)
1,5.38
2,9.20